#a
Formula: C3H12N2O2
Source: OMol25
Level of theory: ωB97M-V with the def2-TZVPD basis set

Atoms and positions in Å:
C 0.62215 1.56509 0.32519
N 0.69771 0.39450 -0.53409
C 0.21265 0.52283 -1.86977
O 0.96601 -0.27537 -2.78495
C -0.48804 1.46456 1.35843
N -0.71205 2.73926 2.02698
H 1.57425 1.76059 0.79765
H 0.40878 2.41640 -0.32384
H 0.39385 -0.47960 -0.14409
H 0.27387 1.55826 -2.23255
H -0.81715 0.18381 -2.02119
H 1.89743 -0.14129 -2.55025
H -0.22565 0.68688 2.07841
H -1.37402 1.10021 0.81021
H -1.50195 3.24124 1.64080
H -0.84930 2.66732 3.02542
H -0.13350 -7.18981 -0.11570
H -0.78916 -5.99279 0.60012
O -0.15588 -6.22210 -0.08679

Values from the calculation:
Orbital gap   9.7 eV
Molecular weight   108.14 g/mol
SMILES   NCCNCO.O
Net charge   0

Atomic partial charges in e from the Mulliken method, atoms 1 to 8:
1 C -0.593
2 N -0.238
3 C -0.316
4 O -0.534
5 C -0.399
6 N -0.556
7 H 0.275
8 H 0.268

#b
Formula: C3H12N2O2
Source: OMol25
Level of theory: ωB97M-V with the def2-TZVPD basis set

Atoms and positions in Å:
C 0.44950 0.70783 -1.13270
C 0.39400 2.01201 -0.28917
O 0.09329 1.87689 1.08502
N -0.70846 -0.25602 -1.19211
C -0.68565 -1.72888 -1.17212
N -0.75007 -2.16419 0.22201
H 1.36882 -0.03844 -0.86303
H 0.71331 1.03137 -2.10565
H 1.39492 2.37506 -0.20621
H -0.18025 2.70698 -0.94366
H -0.42630 0.95756 1.35020
H -1.50435 0.23440 -1.49756
H 0.19444 -2.12094 -1.58724
H -1.49581 -2.21817 -1.70060
H -0.10155 -1.63177 0.84181
H -1.72698 -1.79890 0.48800
H 1.22595 -0.71658 3.03505
H 1.10082 0.76543 2.96980
O 0.64438 0.00634 2.69817

Values from the calculation:
Orbital gap   9.0 eV
Molecular weight   108.14 g/mol
SMILES   NCNCCO.O
Net charge   0

Atomic partial charges in e from the Mulliken method, atoms 1 to 8:
1 C -0.694
2 C -0.333
3 O -0.552
4 N -0.151
5 C -0.674
6 N -0.656
7 H 0.266
8 H 0.406

Pick #a: it beats the second-best structure by 32.9 kcal/mol.

#a
Formula: C3H12N2O2
Source: OMol25
Level of theory: ωB97M-V with the def2-TZVPD basis set

Atoms and positions in Å:
C -1.65553 -0.99605 0.59308
C 2.38438 -0.45374 0.13878
N -0.64674 -1.72853 0.10777
N 1.12514 -0.35949 -0.57316
O 0.12887 -2.26513 1.11256
H 0.91574 -2.57260 0.63267
H 0.58084 0.52183 -0.33211
H -1.94387 -1.17703 1.62797
H -2.50785 -0.98748 -0.07871
H -1.19030 0.46844 0.43127
H 2.91411 -1.36827 -0.13949
H 3.05394 0.39068 -0.06362
H 2.17767 -0.48366 1.20895
C -1.33787 2.32333 -0.64860
O -0.63394 1.52099 0.26084
H 1.22648 -0.49856 -1.57131
H -2.34426 2.56732 -0.28194
H -0.79677 3.26363 -0.79603
H -1.45005 1.83432 -1.62890

Values from the calculation:
Orbital gap   8.5 eV
Molecular weight   108.14 g/mol
SMILES   C=NO.CN.CO
Net charge   0

Atomic partial charges in e from the Mulliken method, atoms 1 to 8:
1 C -0.637
2 C -0.915
3 N -0.035
4 N -0.469
5 O -0.336
6 H 0.364
7 H 0.379
8 H 0.369

#b
Formula: C3H12N2O2
Source: OMol25
Level of theory: ωB97M-V with the def2-TZVPD basis set

Atoms and positions in Å:
C -1.77122 -0.67094 0.05552
C -0.61613 -1.61453 0.01915
O 0.30087 -1.09272 -1.02499
N -1.79771 0.38124 1.03491
C -0.69062 1.26346 0.77706
N 0.55621 0.71185 1.31692
H -1.81159 -0.31964 -0.91900
H -2.60283 -1.32183 0.24050
H -0.85187 -2.58218 -0.27968
H -0.31921 -1.66612 1.06104
H 0.79271 -0.42332 -0.63083
H -1.68962 0.03686 1.94603
H -0.58591 1.43612 -0.25958
H -0.86575 2.24724 1.32483
H 0.76240 0.58110 2.35052
H 1.37059 1.28078 1.01981
H 2.70329 0.14475 -2.28287
H 3.62824 1.28992 -2.94095
O 3.48816 0.31795 -2.80840

Values from the calculation:
Orbital gap   9.8 eV
Molecular weight   108.14 g/mol
SMILES   NCNCCO.O
Net charge   0

Atomic partial charges in e from the Mulliken method, atoms 1 to 8:
1 C -0.781
2 C -0.323
3 O -0.546
4 N -0.349
5 C -0.502
6 N -0.563
7 H 0.421
8 H 0.358

Pick #b: it beats the second-best structure by 70.6 kcal/mol.